# 1
A cluster of 2 separate species, C4H8NO2S in total, computed with ωB97M-V/def2-TZVPD.

Geometry (Å):
O: 0.78479 -0.96249 -0.35327
C: 0.45631 -0.05557 0.42447
N: 1.16997 0.56772 1.38194
C: 3.78013 -0.03874 -0.16480
O: 4.90385 0.15222 -0.55637
C: -0.97871 0.59875 0.36341
C: -1.95725 -0.38965 -0.24728
S: -3.71177 0.03482 -0.27860
H: 0.53436 1.18564 1.84766
H: 3.25106 0.61911 0.54536
H: 3.14667 -0.89596 -0.43360
H: -0.89320 1.42652 -0.35365
H: -1.37478 0.99414 1.29321
H: -1.94866 -1.34312 0.28993
H: -1.60527 -0.66332 -1.24039
H: -3.78190 1.05645 -1.16019

The calculation puts the frontier orbital gap at 7.0 eV. For the energy relative to the best compared isomer or geometry (same formula, charge and spin), the calculation gives 40.1 kcal/mol. The net charge is -1. Its lowest unoccupied orbital energy is 3.0 eV. The HOMO energy is -0.1481 Ha.

=====

# 2
A cluster of 2 separate species, C4H8NO3 in total, computed with ωB97M-V/def2-TZVPD.

Geometry (Å):
C: -1.97729 -0.60458 1.20161
C: -1.45984 1.02281 1.58985
O: -0.29461 1.02250 2.04206
O: -2.31864 1.87983 1.56822
H: -2.58134 -0.91565 2.05775
H: -1.25235 -1.29085 1.26603
H: -2.63940 -0.53284 0.35478
C: 0.69215 0.72051 -1.47211
C: 1.87885 -0.10872 -1.26871
O: 2.89833 -0.12215 -1.98498
N: 1.91304 -1.14950 -0.38789
H: 2.70165 -1.54606 -0.29201
H: 1.30407 -1.45832 0.19593
H: 0.93119 1.83787 -1.68688
H: -0.12914 0.62147 -0.75480
H: 0.33333 0.62368 -2.42885

The calculation puts the frontier orbital gap at 7.6 eV. For the energy relative to the best compared isomer or geometry (same formula, charge and spin), the calculation gives 63.4 kcal/mol. The net charge is -1. Its lowest unoccupied orbital energy is 3.7 eV. The HOMO energy is -0.1453 Ha.

=====

# 3
A cluster of 2 separate species, C4H8NO3 in total, computed with ωB97M-V/def2-TZVPD.

Geometry (Å):
N: -0.07258 0.01256 -3.38538
C: -0.15904 0.64328 -2.09757
O: -1.28936 0.60467 -1.56314
O: 0.91295 1.10120 -1.63896
H: -0.96381 0.00509 -3.85425
H: 0.68979 0.34934 -3.95155
C: 0.81191 1.00424 1.44834
C: -0.29364 -0.00104 1.52139
C: -0.15989 -1.21119 2.02806
O: -1.23365 -2.09819 2.10984
H: 0.48926 1.92996 1.93553
H: 1.70960 0.63478 1.94691
H: 1.01805 1.25204 0.39894
H: -1.21879 0.28010 1.03034
H: 0.77308 -1.59644 2.43169
H: -1.01388 -2.91041 1.63982

The calculation puts the frontier orbital gap at 7.8 eV. For the energy relative to the best compared isomer or geometry (same formula, charge and spin), the calculation gives 39.8 kcal/mol. The net charge is -1. Its lowest unoccupied orbital energy is 3.6 eV. The HOMO energy is -0.1520 Ha.

=====

# 4
The ion C4H8NO3 with charge -1, computed with ωB97M-V/def2-TZVPD.

Geometry (Å):
C: -1.44718 -1.24380 0.38127
C: -0.26267 -0.56500 -0.31822
C: -0.39626 -0.70165 -1.83539
O: -0.14647 -2.04962 -2.28976
N: -0.10662 0.79526 0.03663
C: 0.66090 1.24830 1.15255
O: 1.41425 0.39731 1.67309
O: 0.56608 2.47480 1.35988
H: -2.33175 -0.61827 0.28795
H: -1.72111 -2.16994 -0.13049
H: -1.21938 -1.39336 1.43912
H: 0.65790 -1.06566 -0.05738
H: 0.25160 -0.01826 -2.35467
H: -1.40364 -0.47319 -2.18510
H: 0.73982 -2.27789 -1.99600
H: -0.77513 1.47023 -0.29881

The calculation puts the frontier orbital gap at 7.6 eV. For the energy relative to the best compared isomer or geometry (same formula, charge and spin), the calculation gives 27.4 kcal/mol. The net charge is -1. Its lowest unoccupied orbital energy is 3.5 eV. As for the SMILES: C[C@@H](CO)NC(=O)[O-]. The HOMO energy is -0.1491 Ha.